Record 1
57
Properties=species:S:1:pos:R:3 method="wB97M-V/def2-TZVPD" e_tot_ev=-41542.9026 spin_multiplicity=4 homo_lumo_gap_ha="0.286 / 0.234" total_charge=+2
Tc 0.0920 0.1967 0.1752
C -0.9413 -4.7822 0.5425
C 0.1316 -3.6794 0.5473
C 1.2877 -4.0628 1.4624
C -0.5273 -2.3773 0.9193
C -0.2013 -1.6382 2.0617
C -0.9670 -0.5289 2.4618
C -2.1293 -0.1590 1.7680
C -3.1338 0.7856 2.3438
C -2.3125 -0.7487 0.5043
C -1.5150 -1.8146 0.0787
H -0.4885 -5.7247 0.2390
H -1.7575 -4.5676 -0.1476
H -1.3605 -4.9157 1.5410
H 0.5014 -3.5705 -0.4789
H 0.9354 -4.2552 2.4781
H 2.0598 -3.2942 1.5027
H 1.7500 -4.9807 1.1036
H 0.6487 -1.9243 2.6664
H -0.7059 -0.0201 3.3828
H -3.5564 1.4552 1.5947
H -2.7318 1.3579 3.1770
H -3.9663 0.1935 2.7344
H -3.1123 -0.3998 -0.1388
H -1.7176 -2.2651 -0.8859
C 3.7783 -1.8669 -0.7376
C 2.5470 -1.0713 -1.0041
O 1.6634 -1.1024 -0.0989
C 2.3709 -0.3499 -2.2373
C 3.3864 -0.3731 -3.2152
C 3.2064 0.2059 -4.4473
C 1.9847 0.8132 -4.7460
C 0.9681 0.8563 -3.8109
C 1.1566 0.2985 -2.5546
O 0.1223 0.3921 -1.6886
H 3.7303 -2.3080 0.2526
H 4.6565 -1.2215 -0.7994
H 3.8945 -2.6530 -1.4857
H 4.3267 -0.8573 -2.9941
H 3.9990 0.1838 -5.1811
H 1.8275 1.2577 -5.7197
H 0.0185 1.3188 -4.0449
C -0.4132 3.3307 -1.0994
S -1.2392 2.2929 0.1190
C -0.8832 3.2515 1.6097
H 0.6499 3.4038 -0.8783
H -0.8844 4.3105 -1.0392
H -0.5838 2.9036 -2.0828
H -1.6040 4.0660 1.6445
H 0.1334 3.6358 1.5672
H -0.9985 2.6220 2.4873
B 3.1207 3.0373 2.1920
C 2.2038 2.0863 1.4251
N 1.4729 1.3492 0.8796
H 2.7052 4.1451 1.9312
H 2.9050 2.7265 3.3445
H 4.2512 2.8408 1.8361

***

Record 2
59
Properties=species:S:1:pos:R:3 method="wB97M-V/def2-TZVPD" e_tot_ev=-56236.5103 spin_multiplicity=1 smiles="CC[C@H](C(=O)N[C@H]1CCCCN(C(=O)c2sc(C)cc2Cl)CC1)N1CCCC1=O" homo_lumo_gap_ha=0.342
C 1.9327 1.3221 1.9252
C 0.7300 1.8661 1.1673
C 0.1336 0.8456 0.1893
C -0.9651 1.5316 -0.6257
O -0.6462 2.1591 -1.6249
N -2.2295 1.4375 -0.1673
C -3.2743 2.2659 -0.7670
C -3.8174 1.5688 -2.0112
C -4.8220 2.3686 -2.8427
C -4.3970 3.8131 -3.1456
C -5.0099 4.8873 -2.2451
N -4.6463 4.8365 -0.8320
C -3.6078 5.5107 -0.2651
O -3.1922 5.2192 0.8447
C -3.0107 6.6839 -0.9719
S -3.9112 8.0047 -1.6189
C -2.4921 8.8427 -2.1146
C -2.5765 10.1821 -2.7731
C -1.3791 8.1264 -1.8107
C -1.6796 6.8987 -1.1595
Cl -0.4484 5.7842 -0.7131
C -5.2355 3.7733 -0.0174
C -4.3084 2.5890 0.3040
N -0.2281 -0.4184 0.8320
C 0.4974 -1.6344 0.4817
C -0.2353 -2.7289 1.2627
C -0.8326 -1.9784 2.4519
C -0.9909 -0.5603 1.9424
O -1.6763 0.3157 2.4529
H 2.3556 2.0866 2.5767
H 1.6586 0.4738 2.5562
H 2.7185 0.9947 1.2400
H -0.0449 2.1857 1.8661
H 1.0144 2.7380 0.5760
H 0.8940 0.5855 -0.5480
H -2.3399 1.1555 0.8036
H -2.7835 3.1910 -1.0782
H -2.9560 1.3338 -2.6416
H -4.2618 0.6141 -1.7122
H -4.9577 1.8356 -3.7861
H -5.8071 2.3666 -2.3676
H -3.3061 3.8984 -3.1298
H -4.7064 4.0715 -4.1620
H -4.7384 5.8591 -2.6444
H -6.1008 4.8206 -2.2990
H -1.5759 10.5353 -3.0177
H -3.1556 10.1387 -3.6963
H -3.0446 10.9188 -2.1192
H -0.3722 8.4482 -2.0331
H -5.5573 4.2119 0.9285
H -6.1282 3.4417 -0.5442
H -4.9267 1.7078 0.5060
H -3.7693 2.8274 1.2197
H 0.4677 -1.7964 -0.5963
H 1.5480 -1.5510 0.7817
H -1.0339 -3.1452 0.6481
H 0.4287 -3.5413 1.5500
H -1.7835 -2.3670 2.8077
H -0.1464 -1.9439 3.3024

***

Record 3
64
Properties=species:S:1:pos:R:3 method="wB97M-V/def2-TZVPD" e_tot_ev=-58898.8782 spin_multiplicity=1 homo_lumo_gap_ha=0.285 total_charge=+1
C -1.7098 1.5752 6.6579
C -1.0663 0.9954 5.6513
N -0.4343 0.8887 4.2970
C 0.9259 1.4722 4.1263
O 1.4726 2.1151 5.2692
C 1.7397 1.4090 2.7914
C 3.2002 1.9477 2.4881
F 3.0835 2.9000 1.3798
F 4.0091 0.7885 2.0992
C 4.0041 2.6934 3.6465
F 3.4291 3.9197 4.1228
F 4.2884 1.7298 4.7145
C 0.9791 0.6944 1.5624
C 1.5880 0.5490 0.0806
C 0.8599 1.6699 -0.8844
F 0.0969 2.6389 -0.1266
C -0.4880 0.0693 1.7801
C -1.2292 -0.6903 0.5611
P -0.6268 -2.5211 0.4436
O -1.8337 -3.4512 0.7205
O -0.0441 -2.7873 -1.1672
O 0.6304 -2.6996 1.6100
C -1.1460 0.2277 3.2042
C -2.6469 -0.3968 3.3792
C -2.4147 -1.9863 3.6667
O -2.0889 -2.0697 5.1134
C -0.7848 -2.6429 5.3064
O -0.1110 -2.2720 6.3370
H -2.3746 1.9251 7.5427
H 1.9129 1.4691 5.8785
H 5.0541 2.9712 3.2186
H 1.3690 -0.5342 -0.2889
H 2.7136 0.7565 -0.0080
H 0.1751 1.0924 -1.6350
H 1.6760 2.1625 -1.5582
H -2.3705 -0.7634 0.6736
H -1.0173 -0.2388 -0.4746
H 0.7358 -3.4014 -1.0249
H 1.4559 -2.3145 1.2201
H -3.3201 -0.1820 2.4712
H -3.1982 0.0376 4.3028
H -1.4771 -2.4080 3.1226
H -3.3666 -2.6066 3.4695
H -0.2752 -3.4005 4.6020
C -2.3128 -0.0739 -3.7994
C -2.1025 -0.4432 -5.2607
C -0.8035 -1.2186 -5.4961
C 0.4761 -0.4525 -5.1473
C 0.6570 0.8747 -5.8871
C 0.7654 0.7019 -7.3961
H -1.5182 0.5792 -3.4281
H -3.2604 0.4577 -3.6782
H -2.3444 -0.9707 -3.1732
H -2.1302 0.4594 -5.8780
H -2.9431 -1.0646 -5.5890
H -0.7679 -1.5356 -6.5437
H -0.8280 -2.1428 -4.9063
H 1.3353 -1.0996 -5.3614
H 0.5079 -0.2619 -4.0682
H 1.5728 1.3555 -5.5239
H -0.1613 1.5614 -5.6527
H 1.6139 0.0614 -7.6517
H 0.9156 1.6721 -7.8775
H -0.1394 0.2601 -7.8187

***

Record 4
58
Properties=species:S:1:pos:R:3 method="wB97M-V/def2-TZVPD" e_tot_ev=-35595.2284 spin_multiplicity=1 smiles="O=C(NCCCc1ccc(F)cc1)[C@@H]1CCC(=O)N(CCN2CCOCC2)C1" homo_lumo_gap_ha=0.318
O 0.6187 3.1455 1.2018
C 1.5964 2.5185 0.8426
N 1.8256 2.1903 -0.4427
C 0.9467 2.6003 -1.5173
C -0.0358 1.5091 -1.9453
C 0.6624 0.2798 -2.5402
C -0.2873 -0.8770 -2.6906
C -1.3882 -0.7968 -3.5359
C -2.2756 -1.8515 -3.6487
C -2.0455 -2.9943 -2.9054
F -2.9112 -4.0283 -3.0048
C -0.9553 -3.1090 -2.0638
C -0.0799 -2.0423 -1.9607
C 2.6595 2.0925 1.8646
C 4.0217 1.7085 1.2867
C 4.0932 0.2111 0.9411
C 2.7539 -0.5000 0.8255
O 2.5295 -1.3159 -0.0531
N 1.8783 -0.2136 1.8073
C 0.6482 -0.9619 1.9528
C -0.5707 -0.2438 1.3451
N -1.7815 -0.7041 2.0003
C -2.4104 -1.8485 1.3570
C -3.2332 -1.4499 0.1237
O -4.1944 -0.4657 0.4413
C -3.5791 0.6801 0.9910
C -2.7824 0.3203 2.2503
C 2.1176 0.9112 2.6816
H 2.5565 1.5399 -0.6763
H 0.3885 3.4644 -1.1488
H 1.5645 2.9055 -2.3673
H -0.7239 1.9349 -2.6772
H -0.6212 1.2152 -1.0741
H 1.4779 -0.0390 -1.8901
H 1.0839 0.5439 -3.5139
H -1.5549 0.0979 -4.1175
H -3.1341 -1.7978 -4.2991
H -0.8018 -4.0187 -1.5051
H 0.7815 -2.1153 -1.3132
H 2.7654 2.9494 2.5371
H 4.2444 2.3209 0.4113
H 4.7899 1.9344 2.0288
H 4.6449 0.0400 0.0155
H 4.6281 -0.3198 1.7335
H 0.7994 -1.9281 1.4686
H 0.4627 -1.1239 3.0178
H -0.4668 0.8301 1.5162
H -0.5772 -0.4219 0.2633
H -1.6427 -2.5692 1.0753
H -3.0766 -2.3096 2.0923
H -3.7890 -2.3054 -0.2623
H -2.5684 -1.0728 -0.6693
H -4.3862 1.3756 1.2259
H -2.9127 1.1419 0.2447
H -2.2990 1.2096 2.6569
H -3.4728 -0.0800 2.9997
H 2.8415 0.6455 3.4636
H 1.1766 1.1875 3.1594